# 1
68
Properties=species:S:1:pos:R:3 method="wB97M-V/def2-TZVPD" multiplicity=1 total_charge=-1 e_lumo_ev=1.7
C 1.133 6.885 -2.398
O 1.745 6.561 -1.132
C 1.605 5.294 -0.656
C 2.298 4.967 0.536
C 2.320 3.658 0.987
C 1.642 2.653 0.291
C 1.731 1.229 0.850
C 0.732 0.965 1.895
C -0.663 0.941 1.474
O -1.017 0.761 0.316
O -1.618 1.153 2.420
C -1.220 1.985 3.527
C -0.973 3.432 3.079
C -2.357 1.869 4.552
O -0.045 1.419 4.134
C 1.030 1.426 3.251
O 2.103 1.867 3.619
C 0.882 2.981 -0.838
C 0.865 4.288 -1.315
H 1.366 7.937 -2.559
H 1.554 6.278 -3.211
H 0.044 6.743 -2.365
H 2.830 5.735 1.086
H 2.847 3.385 1.907
H 1.553 0.528 0.035
H 2.727 1.058 1.291
H -0.128 3.531 2.375
H -1.889 3.814 2.608
H -0.746 4.046 3.961
H -2.386 0.831 4.905
H -2.155 2.539 5.398
H -3.304 2.134 4.060
H 0.276 2.218 -1.334
H 0.298 4.525 -2.210
C 1.742 -3.050 -6.075
O 2.416 -2.469 -4.942
C 1.683 -1.893 -3.955
C 2.388 -1.168 -2.968
C 1.832 -1.022 -1.722
C 0.565 -1.594 -1.401
C 0.126 -1.742 -0.022
C -0.660 -2.799 0.375
C -1.498 -2.700 1.572
O -1.489 -1.716 2.313
N -2.347 -3.780 1.834
C -3.231 -3.655 2.963
C -2.470 -4.935 1.037
O -3.278 -5.832 1.272
N -1.580 -5.004 -0.049
C -1.637 -6.224 -0.818
C -0.462 -4.158 -0.181
O 0.566 -4.551 -0.736
C -0.224 -2.034 -2.502
C 0.306 -2.142 -3.767
H 2.524 -3.182 -6.819
H 1.298 -4.027 -5.848
H 0.966 -2.386 -6.471
H 3.398 -0.816 -3.176
H 2.367 -0.476 -0.939
H 0.531 -1.082 0.744
H -3.778 -4.585 3.047
H -2.658 -3.455 3.868
H -3.917 -2.825 2.791
H -1.118 -6.075 -1.758
H -1.191 -7.063 -0.282
H -2.685 -6.446 -0.986
H -1.283 -2.232 -2.340
H -0.281 -2.520 -4.596

***

# 2
8
Properties=species:S:1:pos:R:3 method="wB97M-V/def2-TZVPD" multiplicity=1 relative_energy_ev=1.887 total_charge=-1 e_lumo_ev=3.6
S 1.481 1.486 -0.685
C -0.030 0.475 -0.436
C -0.315 0.061 0.912
N -0.185 -1.212 1.107
P 0.459 -2.045 -0.488
N 0.167 -0.685 -1.196
H -0.783 1.156 -0.789
H -0.795 0.764 1.575